Record 1
{"formula": "C3H5NO2", "method": "ωB97M-V/def2-TZVPD", "symbols": ["O", "C", "N", "C", "C", "O", "H", "H", "H", "H", "H"], "coordinates": [[0.1747, -0.3478, -2.3822], [0.1728, -0.3242, -1.2222], [0.5042, -1.2114, -0.3207], [-0.0581, -0.6183, 0.9088], [0.1073, 0.7565, 0.1016], [-0.7658, 1.6734, -0.2840], [0.1371, -2.0801, -0.9362], [0.6884, -0.7924, 1.7606], [-1.0579, -0.7349, 1.4236], [0.9453, 1.3234, 0.3752], [-0.8480, 2.3558, 0.5756]], "atomic_forces_ev_per_a": [[-0.7, 0.0, -3.2], [2.3, 5.3, 4.2], [-2.4, -7.1, -1.3], [1.0, 1.4, 1.6], [0.6, -2.3, -2.5], [-3.8, 4.7, 4.3], [1.3, 0.6, 3.0], [-0.9, 0.6, -1.2], [0.6, -0.6, -1.6], [2.2, -0.2, 0.4], [-0.1, -2.2, -3.6]], "nbo_charge": [-0.55, 0.68, -0.61, -0.28, 0.02, -0.66, 0.38, 0.20, 0.22, 0.16, 0.45], "gap_ev": 9.740, "charge": 0, "max_force_ev_per_a": 7.65, "e_above_lowest_kcal_mol": 94.4, "energy_ev": -8773.60121, "multiplicity": 1, "smiles": "O=C1NC[C@@H]1O"}

=====

Record 2
{"formula": "C7H16N2O2", "method": "ωB97M-V/def2-TZVPD", "symbols": ["C", "N", "C", "C", "C", "C", "C", "N", "C", "O", "O", "H", "H", "H", "H", "H", "H", "H", "H", "H", "H", "H", "H", "H", "H", "H", "H"], "coordinates": [[2.6799, -0.5751, 1.3654], [2.4022, 0.0178, 0.0595], [1.6601, 1.2908, 0.1219], [0.1653, 1.1362, 0.4751], [-0.7269, 1.1598, -0.7743], [-2.1325, 0.5485, -0.6212], [-2.2077, -0.6823, 0.2760], [-3.4878, -1.3803, 0.0867], [1.8641, -0.9054, -0.8316], [1.3676, -1.9642, -0.5430], [1.9596, -0.4784, -2.1103], [1.8037, -1.0448, 1.8267], [3.0705, 0.2028, 2.0228], [3.4448, -1.3451, 1.2571], [1.7821, 1.8101, -0.8323], [2.1627, 1.8974, 0.8784], [0.0528, 0.2020, 1.0285], [-0.1058, 1.9707, 1.1287], [-0.2250, 0.6813, -1.6192], [-0.8490, 2.2116, -1.0584], [-2.4803, 0.2356, -1.6110], [-2.8565, 1.2986, -0.2809], [-2.0720, -0.3775, 1.3242], [-1.3951, -1.3799, 0.0508], [-4.2169, -0.9448, 0.6388], [-3.4115, -2.3387, 0.4034], [1.7519, -1.2467, -2.6619]], "atomic_forces_ev_per_a": [[-0.1, -0.1, 0.1], [-0.3, -0.2, 0.1], [0.1, 0.3, 0.0], [0.4, 0.2, -0.3], [-0.3, 0.2, 0.1], [0.1, -0.1, -0.2], [-0.2, 0.1, 0.2], [0.2, 0.0, 0.0], [0.0, 0.4, 0.0], [0.3, -0.4, 0.1], [0.2, -0.1, -0.1], [0.0, 0.1, 0.0], [0.0, 0.0, -0.1], [-0.1, 0.0, 0.0], [0.0, -0.1, 0.0], [0.0, -0.1, -0.1], [-0.1, 0.1, 0.1], [-0.1, -0.2, 0.1], [0.1, -0.1, 0.2], [0.1, -0.1, -0.1], [0.0, 0.1, 0.1], [0.1, -0.1, 0.1], [0.1, 0.0, -0.1], [-0.1, 0.1, -0.1], [0.0, 0.0, -0.1], [0.0, 0.0, 0.0], [-0.3, 0.1, 0.0]], "nbo_charge": [-0.41, -0.48, -0.21, -0.44, -0.40, -0.40, -0.22, -0.84, 0.89, -0.63, -0.69, 0.19, 0.20, 0.21, 0.21, 0.20, 0.21, 0.21, 0.21, 0.20, 0.21, 0.19, 0.16, 0.20, 0.35, 0.36, 0.50], "gap_ev": 10.039, "charge": 0, "max_force_ev_per_a": 0.51, "e_above_lowest_kcal_mol": 0.0, "energy_ev": -14594.01457, "multiplicity": 1, "smiles": "CN(CCCCCN)C(=O)O"}